Arrangement 1

Computed, not measured: one molecule with the formula C4H11N3O, with ωB97M-V with the def2-TZVPD basis set.

XYZ file:
```
19
Properties=species:S:1:pos:R:3:nbo_charge:R:1
N -1.010 1.803 2.326 -0.837
C -0.271 1.353 1.142 -0.244
C 0.253 -0.106 1.345 -0.225
N 0.025 -1.031 0.257 -0.656
C 1.046 -1.227 -0.745 -0.314
C 0.697 -0.992 -2.203 0.665
N -0.600 -0.686 -2.503 -0.830
O 1.554 -1.047 -3.061 -0.615
H -0.842 2.791 2.486 0.358
H -2.011 1.725 2.211 0.352
H -0.811 1.351 0.190 0.171
H 0.602 1.991 1.140 0.190
H -0.169 -0.464 2.290 0.203
H 1.307 -0.088 1.590 0.193
H -0.954 -1.173 0.073 0.361
H 1.466 -2.224 -0.660 0.212
H 1.880 -0.564 -0.557 0.225
H -0.820 -0.706 -3.487 0.405
H -1.343 -0.703 -1.832 0.388
```

Computed properties:
- SMILES: NCCNCC(N)=O
- Net charge: 0
- Gap between HOMO and LUMO: 0.34250 Ha
- LUMO energy: 0.80 eV
- HOMO: -8.5 eV

---

Arrangement 2

Computed, not measured: a 2-piece molecular cluster, C4H11N3O overall, with ωB97M-V with the def2-TZVPD basis set.

XYZ file:
```
19
Properties=species:S:1:pos:R:3:nbo_charge:R:1
C -1.170 0.957 1.601 -0.416
N -0.131 0.137 0.934 -0.510
C 1.283 0.905 0.319 0.486
O 1.097 1.995 -0.166 -0.658
H 0.178 -0.597 1.572 0.424
H 2.151 0.607 0.918 0.149
H -2.017 0.312 1.825 0.222
H -1.462 1.761 0.931 0.236
H -0.761 1.370 2.523 0.214
C 1.566 -0.652 -1.052 -0.883
C -0.562 -0.648 -0.254 0.631
N -1.227 0.169 -1.182 -0.855
N -0.878 -1.862 0.065 -0.767
H -1.657 -0.379 -1.913 0.382
H -0.648 0.897 -1.584 0.404
H -1.243 -2.368 -0.738 0.342
H 1.982 -1.420 -0.397 0.191
H 2.398 -0.079 -1.473 0.204
H 1.103 -1.105 -1.930 0.203
```

Computed properties:
- Net charge: 0
- Gap between HOMO and LUMO: 0.31735 Ha
- LUMO energy: 0.75 eV
- HOMO: -7.9 eV

---

Arrangement 3

Computed, not measured: one molecule with the formula C4H11N3O, with ωB97M-V with the def2-TZVPD basis set.

XYZ file:
```
19
Properties=species:S:1:pos:R:3:nbo_charge:R:1
O 1.605 -0.761 -1.017 -0.620
C 0.511 -1.018 -0.553 0.674
N -0.117 -2.200 -0.847 -0.622
C -1.549 -2.400 -0.858 -0.414
C -0.146 -0.147 0.502 -0.325
N 0.800 0.756 1.096 -0.647
C 0.509 2.187 1.156 -0.045
N 0.999 2.998 0.054 -0.853
H 0.450 -2.798 -1.430 0.398
H -2.011 -1.798 -0.074 0.204
H -1.737 -3.428 -0.584 0.208
H -2.062 -2.115 -1.765 0.191
H -0.517 -0.833 1.274 0.199
H -1.076 0.281 0.109 0.200
H 1.701 0.622 0.657 0.384
H -0.569 2.336 1.176 0.173
H 0.912 2.544 2.084 0.177
H 1.943 2.816 -0.258 0.364
H 0.354 2.957 -0.720 0.355
```

Computed properties:
- SMILES: CNC(=O)CNCN
- Net charge: 0
- Gap between HOMO and LUMO: 0.34317 Ha
- LUMO energy: 0.79 eV
- HOMO: -8.5 eV

---

Arrangement 4

Computed, not measured: C4H11N3O as an isolated structure, with ωB97M-V with the def2-TZVPD basis set.

XYZ file:
```
19
Properties=species:S:1:pos:R:3:nbo_charge:R:1
C -1.174 1.137 -1.683 -0.079
N -2.190 1.052 -0.808 -0.780
C 0.537 0.906 -0.725 -0.007
N 1.513 0.857 -1.534 -0.659
H -2.046 0.147 -0.198 0.439
H -2.361 1.896 -0.273 0.364
H 2.294 1.461 -1.268 0.332
H -1.043 0.275 -2.329 0.192
H -0.968 2.105 -2.131 0.206
H 0.492 1.566 0.158 0.138
C 0.784 -1.400 2.247 -0.412
N 1.052 -1.023 0.873 -0.623
C 0.006 -0.903 -0.050 0.441
O -1.187 -0.896 0.410 -0.706
H 1.942 -1.297 0.486 0.388
H 0.207 -1.418 -1.005 0.156
H 0.512 -2.459 2.350 0.186
H -0.041 -0.805 2.632 0.223
H 1.672 -1.201 2.848 0.199
```

Computed properties:
- Net charge: 0
- Gap between HOMO and LUMO: 0.28946 Ha
- LUMO energy: -0.13 eV
- HOMO: -8.0 eV

---

arrangement 3 has the most favorable energy; the next structure is 0.0043 hartree above.

---

Arrangement 1

Computed, not measured: a 2-piece molecular cluster, C4H11N3O overall, with ωB97M-V with the def2-TZVPD basis set.

XYZ file:
```
19
Properties=species:S:1:pos:R:3:nbo_charge:R:1
C -1.428 -0.100 0.704 -0.224
C -2.684 -0.274 -0.138 -0.620
N -0.411 0.692 -0.016 -0.673
H -0.072 0.146 -0.905 0.471
H -0.695 1.658 -0.152 0.404
H -0.968 -1.062 0.928 0.229
H -1.631 0.388 1.657 0.208
H -3.156 0.686 -0.361 0.203
H -3.408 -0.889 0.397 0.223
H -2.452 -0.773 -1.080 0.213
C 1.127 0.554 0.667 0.823
N 1.818 1.710 0.322 -0.903
C 2.074 -1.632 -1.029 -0.062
N 1.400 -0.583 -0.939 -0.694
O 1.174 0.017 1.748 -0.676
H 2.533 1.938 0.998 0.404
H 2.011 1.795 -0.666 0.396
H 2.036 -2.282 -1.918 0.142
H 2.731 -1.989 -0.216 0.135
```

Computed properties:
- Net charge: 0
- Gap between HOMO and LUMO: 0.30861 Ha
- LUMO energy: 0.88 eV
- HOMO: -7.5 eV

---

Arrangement 2

Computed, not measured: a 2-piece molecular cluster, C4H11N3O overall, with ωB97M-V with the def2-TZVPD basis set.

XYZ file:
```
19
Properties=species:S:1:pos:R:3:nbo_charge:R:1
C 1.685 1.882 0.427 -0.413
C -1.966 0.120 0.392 -0.428
C -0.488 -1.730 0.027 -0.427
N 2.262 0.684 0.918 -0.522
N -0.716 -0.316 -0.216 -0.291
C 2.478 -0.467 0.669 0.842
N -0.674 -0.089 -1.675 -0.674
O 3.088 -1.465 0.634 -0.538
H -1.517 -0.491 -2.098 0.322
H -0.709 0.908 -1.865 0.349
H 0.703 1.648 0.004 0.219
H 2.293 2.274 -0.396 0.198
H 1.689 2.605 1.245 0.209
H -0.364 -1.887 1.098 0.205
H -2.139 1.171 0.159 0.197
H -1.899 -0.005 1.471 0.207
H -2.831 -0.455 0.026 0.162
H -1.310 -2.372 -0.318 0.162
H 0.418 -2.016 -0.502 0.222
```

Computed properties:
- SMILES: CN(C)N.CN=C=O
- Net charge: 0
- Gap between HOMO and LUMO: 0.36344 Ha
- LUMO energy: 0.76 eV
- HOMO: -9.1 eV

---

arrangement 2 has the most favorable energy; the next structure is 0.0202 hartree above.

---

Arrangement 1

Computed, not measured: one molecule with the formula C3H7N3O3, with ωB97M-V with the def2-TZVPD basis set.

XYZ file:
```
16
Properties=species:S:1:pos:R:3:nbo_charge:R:1
C -2.850 -0.242 0.208 -0.409
C 0.651 -0.069 -0.287 0.112
C 1.082 1.345 -0.134 0.724
H -3.649 0.438 -0.094 0.208
H -2.975 -1.141 -0.371 0.207
H -3.003 -0.473 1.276 0.185
H -1.449 1.321 -0.016 0.412
H 1.174 -1.944 -0.545 0.362
H 3.367 -1.507 0.056 0.480
H 2.843 0.747 0.189 0.504
N -1.590 0.299 -0.118 -0.395
N -0.540 -0.490 -0.164 -0.182
N 1.672 -1.054 -0.534 -0.347
O 2.626 -1.103 0.521 -0.594
O 2.376 1.604 0.015 -0.656
O 0.265 2.267 -0.001 -0.611
```

Computed properties:
- SMILES: CN/N=C(/NO)C(=O)O
- Net charge: 0
- Gap between HOMO and LUMO: 0.33126 Ha
- LUMO energy: 0.54 eV
- HOMO: -8.5 eV

---

Arrangement 2

Computed, not measured: one molecule with the formula C3H7N3O3, with ωB97M-V with the def2-TZVPD basis set.

XYZ file:
```
16
Properties=species:S:1:pos:R:3:nbo_charge:R:1
C -0.432 1.907 0.325 -0.258
C -1.746 -0.329 0.258 0.943
C 0.554 -0.958 -0.317 0.694
N 1.278 -1.522 0.683 -0.788
N 1.248 -0.497 -1.384 -0.780
O -1.445 -1.579 0.707 -0.407
O -0.437 0.568 0.764 -0.649
N -0.740 -1.369 -0.596 -0.316
O -2.793 0.236 0.090 -0.612
H 0.714 -1.807 1.473 0.432
H 2.271 -1.343 0.709 0.400
H 2.122 -0.034 -1.188 0.396
H 0.683 -0.094 -2.118 0.416
H -0.285 2.577 1.176 0.181
H 0.375 2.060 -0.406 0.145
H -1.366 2.184 -0.175 0.203
```

Computed properties:
- Net charge: 0
- Gap between HOMO and LUMO: 0.35145 Ha
- LUMO energy: 0.36 eV
- HOMO: -9.2 eV

---

arrangement 1 has the most favorable energy; the next structure is 0.0388 hartree above.

---

Arrangement 1

Computed, not measured: one molecule with the formula C7H10Cl2O, with ωB97M-V with the def2-TZVPD basis set.

XYZ file:
```
20
Properties=species:S:1:pos:R:3:nbo_charge:R:1
C 1.491 -0.747 1.744 -0.363
C 0.918 -0.894 0.520 -0.093
C -0.649 0.030 -1.188 -0.545
C 0.312 0.259 -0.057 0.348
C -2.083 -0.101 -0.611 -0.044
C 0.643 -2.208 -0.273 -0.645
C 0.121 2.727 -0.113 -0.263
O 0.407 1.480 0.545 -0.516
Cl -2.856 1.106 0.408 -0.001
Cl -2.504 -1.694 -0.038 -0.001
H 2.171 -1.503 2.058 0.186
H 1.297 0.074 2.298 0.201
H -0.743 0.866 -1.880 0.228
H -0.591 -0.871 -1.604 0.245
H 1.270 -2.919 0.258 0.223
H -0.361 -2.558 -0.249 0.231
H 1.003 -2.029 -1.363 0.207
H -0.922 2.823 0.247 0.213
H 0.388 2.574 -1.124 0.187
H 0.687 3.587 0.423 0.202
```

Computed properties:
- Net charge: 0
- Gap between HOMO and LUMO (alpha / beta): 0.30663 / 0.24144 Ha
- LUMO energy (alpha / beta): 0.12 / -0.34 eV
- HOMO (alpha / beta): -8.2 / -6.9 eV

---

Arrangement 2

Computed, not measured: a 2-piece molecular cluster, C7H10Cl2O overall, with ωB97M-V with the def2-TZVPD basis set.

XYZ file:
```
20
Properties=species:S:1:pos:R:3:nbo_charge:R:1
C 0.372 -2.294 -0.920 -0.493
C 0.309 -0.982 -0.938 0.086
C -1.745 1.034 0.077 -0.490
C -1.287 -0.278 0.677 0.324
C -2.713 -0.208 0.290 -0.169
C 0.877 0.227 -1.645 -0.706
C 0.371 0.126 2.276 -0.246
O -0.868 -0.476 1.910 -0.507
Cl -3.857 -0.026 1.548 0.037
Cl -3.408 -1.110 -1.046 0.015
H 1.075 -2.962 -1.455 0.206
H -0.419 -2.829 -0.374 0.225
H -2.011 1.933 0.598 0.229
H -1.352 1.272 -1.017 0.229
H 1.329 1.002 -0.843 0.224
H 1.761 0.078 -2.175 0.233
H 0.125 0.678 -2.277 0.232
H 0.288 1.251 2.473 0.186
H 1.111 -0.178 1.500 0.191
H 0.684 -0.392 3.097 0.194
```

Computed properties:
- Net charge: 0
- Gap between HOMO and LUMO: 0.31440 Ha
- LUMO energy: 0.46 eV
- HOMO: -8.1 eV

---

arrangement 1 has the most favorable energy; the next structure is 0.0363 hartree above.